The following is a DFT calculation (ωB97M-V/def2-TZVPD) of the ion C5H12NOS with charge -1.

Structure (XYZ):
```
20
C5H12NOS ωB97M-V/def2-TZVPD
C -2.29 -0.48 -0.85
N -0.96 0.20 -1.01
C -0.01 -0.53 -0.16
C 1.06 -1.72 -0.98
O 2.00 -1.09 -1.46
C 0.89 0.47 0.43
C 0.30 1.34 1.65
S 1.73 2.35 2.56
H -2.34 -1.44 -1.39
H -3.08 0.06 -1.48
H -2.59 -0.77 0.15
H -0.71 0.10 -2.07
H -0.51 -1.26 0.55
H 0.34 -2.19 -1.62
H 1.36 -2.40 -0.16
H 1.90 0.05 0.78
H 1.37 1.19 -0.38
H 0.05 0.75 2.48
H -0.44 2.09 1.39
H 1.94 3.30 1.58
```

Energy above the lowest of the compared OMol25 structures with the same formula, charge and spin (kcal per mole): 97.3
LUMO level (eV): 3.22
Orbital gap (eV): 5.459
SMILES: CN[C@@H](C[O-])CCS
Molar mass (g/mol): 134.2
Net charge: -1

---

The following is a DFT calculation (ωB97M-V/def2-TZVPD) of a structure of composition C31H46BaBrN3OP2.

Structure (XYZ):
```
85
C31H46BaBrN3OP2 ωB97M-V/def2-TZVPD
N 5.27 -0.94 2.21
C 4.19 -1.06 2.99
C 3.20 -2.01 2.72
C 3.35 -2.90 1.62
C 4.47 -2.69 0.77
C 5.44 -1.76 1.17
C 2.35 -3.93 1.40
Ba -0.64 -0.67 0.26
P -2.61 0.95 -1.73
C 1.88 -4.41 0.19
C 0.49 -4.19 -0.17
C 0.09 -4.11 -1.54
C -1.13 -3.51 -1.90
C -2.03 -3.25 -0.86
C -1.71 -3.34 0.49
C -0.48 -3.93 0.84
Br -3.95 -3.05 -1.23
H 1.82 -4.31 2.29
H 2.51 -4.98 -0.54
H 2.34 -2.06 3.38
H 4.62 -3.28 -0.13
H 4.08 -0.37 3.83
H 6.36 -1.64 0.58
H 0.76 -4.54 -2.29
H -0.32 -4.25 1.88
H -1.40 -3.22 -2.92
H -2.39 -2.86 1.22
P 1.71 1.06 -1.22
C -3.47 0.27 -0.19
C -4.96 -0.01 -0.35
H -3.24 0.95 0.66
H -3.07 -0.76 0.07
H -5.37 -0.32 0.62
H -5.54 0.79 -0.81
H -5.04 -0.91 -0.98
C -3.10 -0.18 -3.11
C -4.27 0.22 -4.00
H -3.22 -1.22 -2.73
H -2.20 -0.19 -3.75
H -4.42 -0.52 -4.80
H -5.23 0.31 -3.47
H -4.06 1.17 -4.50
C -3.24 2.67 -2.03
C -4.68 2.92 -1.59
H -3.11 2.92 -3.10
H -2.55 3.33 -1.48
H -4.99 3.96 -1.72
H -5.38 2.32 -2.17
H -4.83 2.67 -0.53
C 2.01 2.87 -1.29
C 0.74 3.72 -1.40
H 2.65 3.02 -2.18
H 2.57 3.16 -0.39
H 1.02 4.78 -1.48
H 0.15 3.47 -2.30
H 0.08 3.63 -0.53
C 1.25 0.83 -3.01
C 1.31 -0.62 -3.49
H 1.96 1.47 -3.57
H 0.23 1.25 -3.13
H 1.10 -0.65 -4.57
H 2.31 -1.05 -3.33
H 0.56 -1.28 -3.00
C 3.48 0.57 -1.39
C 4.39 1.18 -0.31
H 3.81 0.90 -2.39
H 3.53 -0.53 -1.33
H 5.42 0.81 -0.43
H 4.43 2.28 -0.37
H 4.08 0.91 0.71
N 0.77 1.00 6.83
C 0.86 0.46 5.57
O 1.53 -0.55 5.32
C 0.18 1.22 4.48
C -0.07 2.60 4.54
C -0.58 3.25 3.41
C -0.82 2.51 2.24
N -0.51 1.19 2.16
C -0.07 0.54 3.27
H 1.11 0.42 7.58
H 0.00 1.62 7.07
H 0.15 3.14 5.45
H -0.78 4.32 3.40
H -1.27 2.96 1.35
H 0.13 -0.54 3.16
```

Energy above the lowest of the compared OMol25 structures with the same formula, charge and spin (kcal per mole): 26.1
LUMO level (spin up / spin down) (eV): -6.31 / -6.10
Orbital gap (spin up / spin down) (eV): 6.552 / 6.798
Molar mass (g/mol): 755.9
Net charge: +2

---

The following is a DFT calculation (ωB97M-V/def2-TZVPD) of the ion C2H7N4S with charge +1.

Structure (XYZ):
```
14
C2H7N4S ωB97M-V/def2-TZVPD
C -1.36 -1.04 1.20
N -0.34 -1.08 0.20
N 0.40 -0.01 0.01
C 1.35 0.39 -1.32
S 1.65 -0.99 -2.22
N 1.72 1.55 -1.58
N 1.65 2.73 -1.08
H -2.05 -1.87 1.07
H -0.94 -1.09 2.21
H -1.91 -0.10 1.13
H 0.11 -1.97 -0.03
H -0.06 0.83 0.36
H 2.06 3.44 -1.67
H 1.51 2.93 -0.09
```

Energy above the lowest of the compared OMol25 structures with the same formula, charge and spin (kcal per mole): 88.5
LUMO level (spin up / spin down) (eV): -6.21 / -5.68
Orbital gap (spin up / spin down) (eV): 7.132 / 7.486
SMILES: CNNC(=S)N=[NH2+]
Molar mass (g/mol): 119.2
Net charge: +1

---

The following is a DFT calculation (ωB97M-V/def2-TZVPD) of the ion C5H6N with charge +1.

Structure (XYZ):
```
12
C5H6N ωB97M-V/def2-TZVPD
C -1.89 -1.52 0.85
C -0.88 -0.45 0.56
C -0.01 0.35 0.44
N 1.17 0.88 0.07
C 1.36 1.86 -1.19
C 1.65 0.60 -1.28
H -1.37 -2.42 1.41
H -2.81 -1.06 1.42
H -2.26 -1.76 -0.10
H 1.88 1.05 0.80
H 1.14 2.86 -1.40
H 2.03 -0.40 -1.58
```

Energy above the lowest of the compared OMol25 structures with the same formula, charge and spin (kcal per mole): 135.1
LUMO level (eV): -4.35
Orbital gap (eV): 10.173
SMILES: CC#C[NH+]1C=C1
Molar mass (g/mol): 80.1
Net charge: +1

---

The following is a DFT calculation (ωB97M-V/def2-TZVPD) of a cluster of 2 separate species, C3H9NO in total.

Structure (XYZ):
```
14
C3H9NO ωB97M-V/def2-TZVPD
C -2.72 -0.82 0.17
C -1.23 -0.85 0.16
C -0.50 -0.32 -0.82
N 0.89 -0.03 -0.77
H -3.15 -1.70 -0.33
H -3.09 -0.76 1.19
H -3.13 -0.03 -0.47
H -0.64 -1.14 1.02
H -0.88 -0.07 -1.80
H 1.27 0.14 -1.69
H 1.44 -0.81 -0.45
O 4.28 2.26 1.21
H 3.73 1.76 0.59
H 3.74 2.36 1.99
```

Energy above the lowest of the compared OMol25 structures with the same formula, charge and spin (kcal per mole): 32.9
LUMO level (eV): 0.84
Orbital gap (eV): 9.194
SMILES: C/C=C/N.O
Molar mass (g/mol): 75.1
Net charge: 0

---

The following is a DFT calculation (ωB97M-V/def2-TZVPD) of a cluster of 5 separate species, C4H19N2O5 in total.

Structure (XYZ):
```
30
C4H19N2O5 ωB97M-V/def2-TZVPD
N -1.76 2.46 0.17
C -2.08 1.47 -0.82
C -1.34 0.05 -0.88
N -0.04 0.07 -0.16
C 0.22 -1.12 0.67
C -0.52 -1.12 1.89
O 0.21 -0.26 2.93
H -0.91 2.97 -0.11
H -1.41 1.97 1.00
H -3.17 1.23 -0.73
H -1.97 1.94 -1.82
H -1.25 -0.28 -1.93
H -1.98 -0.78 -0.61
H 0.00 0.99 0.29
H 2.27 -0.33 0.79
H 1.15 -1.58 0.43
H -1.50 -0.60 1.92
H -0.81 -2.04 2.46
H 3.03 -0.29 -1.41
H 1.50 -0.13 -1.61
O 2.31 -0.42 -2.05
H -0.68 -2.39 -0.20
H -0.34 -3.65 -1.10
O -1.05 -3.29 -0.56
H 1.30 3.36 -0.69
H 1.02 1.88 -0.98
O 0.74 2.80 -1.22
H 0.97 -0.74 3.26
H 2.90 -1.54 0.48
O 3.21 -0.62 0.61
```

Energy above the lowest of the compared OMol25 structures with the same formula, charge and spin (kcal per mole): 81.1
LUMO level (eV): 3.29
Orbital gap (eV): 6.094
Molar mass (g/mol): 175.2
Net charge: -1

---

The following is a DFT calculation (ωB97M-V/def2-TZVPD) of the molecule C4H7NO.

Structure (XYZ):
```
13
C4H7NO ωB97M-V/def2-TZVPD
C -1.88 -0.44 0.16
C -0.81 -0.89 -0.49
C 0.27 0.02 -1.01
N 1.45 -0.15 -0.15
C 1.35 0.60 1.05
O 2.13 1.14 0.01
H -2.62 -1.11 0.59
H -2.06 0.63 0.29
H -0.64 -1.96 -0.60
H 0.57 -0.24 -2.03
H -0.06 1.07 -1.00
H 0.42 1.12 1.27
H 1.89 0.21 1.91
```

Energy above the lowest of the compared OMol25 structures with the same formula, charge and spin (kcal per mole): 92.8
LUMO level (eV): 1.11
Orbital gap (eV): 10.814
SMILES: C=CCN1CO1
Molar mass (g/mol): 85.1
Net charge: 0

---

The following is a DFT calculation (ωB97M-V/def2-TZVPD) of the molecule C3H3NO4.

Structure (XYZ):
```
11
C3H3NO4 ωB97M-V/def2-TZVPD
O 0.05 -1.99 -0.09
C -0.08 -0.79 -0.18
C 0.96 0.18 -0.11
O 2.22 -0.19 -0.04
C 0.41 1.43 -0.04
O -0.93 1.43 -0.09
N -1.22 -0.02 -0.51
O -2.35 -0.47 0.03
H 2.17 -1.16 -0.08
H 0.96 2.36 0.13
H -2.19 -0.78 0.98
```

Energy above the lowest of the compared OMol25 structures with the same formula, charge and spin (kcal per mole): 108.8
LUMO level (eV): 0.13
Orbital gap (eV): 9.177
SMILES: O=c1c(O)con1O
Molar mass (g/mol): 117.1
Net charge: 0